Computed, not measured: 2 unconnected molecules or ions with the total composition C4H11NO3 at a distorted geometry, with ωB97M-V with the def2-TZVPD basis set.

CARTESIAN COORDINATES (ANGSTROEM)
O (2.011, 2.537, -1.047)
C (1.077, 1.789, -1.533)
C (0.889, 0.355, -1.075)
C (0.180, -0.463, -2.151)
N (0.188, 0.284, 0.231)
C (0.637, -0.806, 1.086)
O (-0.116, -0.813, 2.294)
H (0.303, 2.222, -2.198)
H (1.891, -0.051, -0.926)
H (0.679, -0.497, -3.123)
H (0.042, -1.500, -1.804)
H (-0.811, -0.037, -2.343)
H (-0.806, 0.138, 0.087)
H (0.469, -1.821, 0.713)
H (1.673, -0.555, 1.286)
H (-0.303, 0.060, 2.662)
H (-2.966, 0.005, 1.959)
H (-2.306, -0.859, 2.984)
O (-2.731, 0.013, 2.898)

Frontier orbital gap (spin up / spin down) = 3.1 / 6.3 eV
Multiplicity = 2
HOMO (spin up / spin down) = 0.21 / -3.01 eV
LUMO level (spin up / spin down) = 3.305 / 3.261 eV
Total charge = -1
Molar mass = 121.14 g mol⁻¹